Version 1
The following is a DFT calculation (ωB97M-V with the def2-TZVPD basis set) of a cluster of 2 separate species, C2H4N4OS in total.

Properties
LUMO in eV: -1.5
E_HOMO in eV: -8.1
Net charge: 0
Frontier orbital gap in eV: 6.545

Element x y z (Å)
C 1.081 0.308 0.009
C -0.984 0.210 -0.146
H 3.769 -1.527 -0.222
H 2.218 -1.832 -0.490
H -1.549 -2.121 0.901
H -0.795 2.112 -0.694
N 2.743 -1.234 0.054
N 2.371 0.181 0.178
N 0.048 -0.604 -0.230
N -0.742 1.569 0.234
O 0.598 1.564 -0.068
S -2.496 -0.727 0.013


Version 2
The following is a DFT calculation (ωB97M-V with the def2-TZVPD basis set) of the molecule C2H4N4OS.

Properties
LUMO in eV: 0.4
E_HOMO in eV: -7.8
Net charge: 0
Frontier orbital gap in eV: 8.210

Element x y z (Å)
O 0.232 1.215 2.393
C -0.022 0.343 1.461
N -0.579 -0.802 1.620
N -0.719 -1.283 0.354
C 0.021 -0.535 -0.614
N 0.203 -0.806 -1.872
S 0.432 0.708 -2.751
N 0.293 0.605 0.146
H 0.257 0.842 3.343
H -0.674 -2.328 0.151
H 0.111 0.450 -4.141
H 0.444 1.591 -0.089


Stability, highest: version 2


Version 1
The following is a DFT calculation (ωB97M-V with the def2-TZVPD basis set) of a structure of composition C3H11N3O2.

Properties
LUMO in eV: 0.7
E_HOMO in eV: -8.2
Net charge: 0
Frontier orbital gap in eV: 8.951

Element x y z (Å)
C 0.752 -0.237 -0.080
N 1.147 0.717 0.927
N 1.232 0.206 -1.352
N 1.138 -1.628 0.147
H -0.544 -1.062 -0.684
H 2.148 -1.749 0.172
H 0.709 -1.995 0.988
H 2.139 0.642 1.136
H 0.619 0.586 1.781
H 1.330 -0.528 -2.037
H 2.006 0.852 -1.318
C -1.486 1.371 -0.388
C -1.243 -0.043 0.061
O -1.505 -0.215 1.406
O -1.720 -1.012 -0.740
H -2.047 -1.012 1.487
H -2.566 1.501 -0.485
H -1.012 1.524 -1.354
H -1.096 2.083 0.333


Version 2
The following is a DFT calculation (ωB97M-V with the def2-TZVPD basis set) of a cluster of 2 separate species, C3H11N3O2 in total.

Properties
LUMO in eV: 0.8
E_HOMO in eV: -9.5
Net charge: 0
Frontier orbital gap in eV: 10.331

Element x y z (Å)
N 2.032 2.342 -0.364
C 0.769 1.828 -0.495
O -0.201 2.519 -0.711
O 0.727 0.511 -0.353
H 2.813 1.719 -0.337
H 2.120 3.334 -0.450
H -0.217 0.217 0.012
N -1.583 -0.202 0.523
C -1.713 -1.668 0.732
C -0.384 -2.342 0.991
N 0.327 -2.591 -0.268
H -1.742 0.277 1.399
H -2.315 0.109 -0.100
H -2.382 -1.839 1.578
H -2.167 -2.134 -0.145
H 0.190 -1.697 1.677
H -0.539 -3.300 1.492
H 0.580 -1.699 -0.682
H 1.217 -3.026 -0.048


Stability, highest: version 2


Version 1
The following is a DFT calculation (ωB97M-V with the def2-TZVPD basis set) of a cluster of 2 separate species, C2H8O2 in total.

Properties
LUMO in eV: 0.8
E_HOMO in eV: -10.4
Net charge: 0
Frontier orbital gap in eV: 11.213

Element x y z (Å)
C -1.445 -0.322 0.774
O -0.723 -1.132 1.691
H -1.431 0.736 1.048
H -0.897 -0.436 -0.155
H -2.468 -0.683 0.659
H -1.203 -1.280 2.512
C 1.498 0.876 -1.011
O 1.050 -0.268 -1.745
H 1.634 1.618 -1.794
H 2.460 0.673 -0.536
H 0.745 1.195 -0.293
H 0.779 -0.977 -1.150


Version 2
The following is a DFT calculation (ωB97M-V with the def2-TZVPD basis set) of a cluster of 2 separate species, C2H8O2 in total.

Properties
LUMO in eV: 0.7
E_HOMO in eV: -9.9
Net charge: 0
Frontier orbital gap in eV: 10.541

Element x y z (Å)
C -0.696 2.100 -0.143
O -0.925 0.783 -0.632
H -1.617 2.568 0.170
H 0.030 2.014 0.664
H -0.237 2.734 -0.902
H -1.509 0.830 -1.400
C 1.434 -1.469 0.112
O 0.169 -1.518 0.755
H 1.725 -0.446 -0.156
H 2.180 -1.818 0.811
H 1.465 -2.092 -0.780
H -0.463 -1.115 0.149


Stability, highest: version 2


Version 1
The following is a DFT calculation (ωB97M-V with the def2-TZVPD basis set) of a cluster of 2 separate species, C2H8O2 in total.

Properties
LUMO in eV: 0.7
E_HOMO in eV: -9.7
Net charge: 0
Frontier orbital gap in eV: 10.393

Element x y z (Å)
C -0.354 0.677 -0.573
O -1.476 -0.156 -0.354
C -1.469 -0.693 0.963
H 0.502 0.227 -0.043
H -0.491 1.708 -0.207
H -0.121 0.714 -1.651
H -0.628 -1.384 1.141
H -2.414 -1.248 1.095
H -1.427 0.113 1.714
O 2.636 0.243 -0.366
H 2.763 0.526 -1.300
H 2.480 -0.727 -0.419


Version 2
The following is a DFT calculation (ωB97M-V with the def2-TZVPD basis set) of a cluster of 2 separate species, C2H8O2 in total.

Properties
LUMO in eV: 0.9
E_HOMO in eV: -10.5
Net charge: 0
Frontier orbital gap in eV: 11.401

Element x y z (Å)
C 1.267 -1.216 0.257
O 0.812 -2.077 -0.775
H 0.819 -0.267 -0.014
H 2.322 -1.037 0.071
H 0.966 -1.539 1.244
H 1.249 -2.923 -0.897
C -1.088 1.256 -0.203
O -2.079 1.902 0.592
H -1.179 1.467 -1.264
H -0.079 1.403 0.170
H -1.206 0.217 0.101
H -1.802 2.815 0.717


Stability, highest: version 1


Version 1
The following is a DFT calculation (ωB97M-V with the def2-TZVPD basis set) of the molecule C3H6FN.

Properties
LUMO in eV: 1.2
E_HOMO in eV: -9.3
Net charge: 0
Frontier orbital gap in eV: 10.524

Element x y z (Å)
F 1.589 -1.223 0.617
C 0.518 -0.568 1.111
C 0.073 0.619 0.127
C -0.991 0.409 -0.901
N 0.377 0.320 -1.231
H -0.271 -1.296 1.355
H 0.813 -0.048 2.049
H 0.284 1.678 0.447
H -1.530 1.262 -1.317
H -1.592 -0.500 -0.854
H 0.731 -0.655 -1.403


Version 2
The following is a DFT calculation (ωB97M-V with the def2-TZVPD basis set) of the molecule C3H6FN.

Properties
LUMO in eV: 0.9
E_HOMO in eV: -9.8
Net charge: 0
Frontier orbital gap in eV: 10.670

Element x y z (Å)
N -1.512 0.078 -0.783
C -0.602 -0.677 0.285
C 0.603 0.356 0.260
C 1.796 0.469 -0.153
F 2.567 -0.634 -0.425
H -2.242 -0.569 -1.025
H -1.913 0.687 -0.005
H -0.071 -1.853 0.258
H -1.255 -0.660 1.279
H 0.371 1.340 0.658
H 2.258 1.464 -0.349


Stability, highest: version 1


Version 1
The following is a DFT calculation (ωB97M-V with the def2-TZVPD basis set) of a cluster of 2 separate species, C5H14 in total.

Properties
LUMO (alpha / beta) in eV: 4.1 / 4.2
E_HOMO (alpha / beta) in eV: 1.5 / -7.4
Net charge: -1
Frontier orbital gap (alpha / beta) in eV: 2.630 / 11.575
2S+1: 2
<S²>: 0.7503

Element x y z (Å)
C 1.222 -1.767 0.434
C 0.133 -0.631 0.448
C 0.538 -3.025 0.628
H 1.865 -1.465 1.289
H 1.859 -1.656 -0.432
H -0.344 -0.310 1.385
H 0.294 0.255 -0.169
H 1.370 -3.801 0.899
H 0.003 -3.257 -0.393
H -0.751 -1.091 -0.125
H -0.416 -2.760 1.236
C -1.044 2.685 -1.484
C -0.656 2.486 0.081
H -0.389 2.136 -2.124
H -2.111 2.371 -1.595
H -0.940 3.747 -1.763
H -0.959 1.445 0.239
H 0.409 2.611 0.282
H -1.050 3.289 0.636


Version 2
The following is a DFT calculation (ωB97M-V with the def2-TZVPD basis set) of a cluster of 2 separate species, C5H14 in total.

Properties
LUMO (alpha / beta) in eV: 4.1 / 4.0
E_HOMO (alpha / beta) in eV: 1.5 / -6.9
Net charge: -1
Frontier orbital gap (alpha / beta) in eV: 2.549 / 10.897
2S+1: 2
<S²>: 0.7503

Element x y z (Å)
C 0.906 -0.158 2.608
C 1.794 0.857 1.843
H 0.279 -0.867 2.087
H 1.458 -0.821 3.388
H 0.093 0.436 3.234
H 2.089 0.209 0.978
H 2.871 0.773 2.113
H 1.354 1.788 1.594
C -1.644 -0.388 -1.547
C -0.462 -0.939 -0.744
C -1.155 0.699 -2.514
H -2.130 -1.171 -2.140
H -2.415 -0.039 -0.840
H 0.523 -1.239 -1.345
H -0.118 0.427 -2.770
H -1.724 0.946 -3.359
H -0.653 -1.920 -0.542
H -0.170 -0.287 0.132
H -0.895 1.695 -2.173


Stability, highest: version 1